# 1
Computed, not measured: a cluster of 2 separate species, C6H19NSi2 in total, with the ωB97M-V functional and the def2-TZVPD basis.

The total charge is 0. As for the HOMO-LUMO gap: 0.261 Ha. The energy relative to the best compared isomer or geometry (same formula, charge and spin) is 173.1 kcal/mol. The LUMO energy comes out at -1.55 eV.

The geometry in XYZ format:
```
28
Properties=species:S:1:pos:R:3:forces:R:3
C 2.21407 -2.20117 0.67838 4.4 0.1 -0.7
C 3.07798 0.21839 0.08191 -0.6 -0.4 1.0
C -2.59803 -0.16008 -0.74527 -0.8 1.5 0.4
C -2.27032 2.03494 -1.87255 2.6 2.7 1.3
C 2.03147 -0.93438 -0.17844 4.8 -0.9 -2.0
C -1.63214 0.99628 -0.83027 -0.6 2.9 -1.1
N 0.73658 -0.45566 -0.07876 -1.9 0.4 0.5
Si -0.69117 -0.11694 2.69081 -1.2 1.1 0.0
Si 0.21661 0.74686 -1.16494 -0.3 0.3 -2.2
H 1.30550 -2.61132 0.82957 -3.0 -1.5 0.6
H 2.97076 -3.06678 0.39154 -1.6 2.0 -0.3
H 2.65425 -1.89625 1.60285 -0.1 0.2 1.2
H 2.85917 1.16252 -0.44911 -0.4 -0.5 0.5
H 4.07242 0.01258 -0.23814 0.9 -0.8 -0.3
H 3.13466 0.32880 1.16976 -0.1 0.7 0.0
H -3.63674 0.27782 -0.53372 1.4 -0.8 0.1
H -2.70616 -0.61280 -1.73324 0.4 -0.8 0.5
H -2.17169 -0.67596 0.10439 -0.7 -1.5 -0.1
H -2.32533 3.05927 -1.27020 -0.4 -2.0 -1.5
H -3.23575 1.72847 -2.20693 -0.6 -0.1 -0.2
H -1.60766 2.31281 -2.75430 -0.8 -0.7 0.9
H 2.45816 -1.23687 -1.20796 -2.0 0.3 0.6
H -1.68955 1.60286 0.11179 0.2 -0.9 -0.3
H -1.83090 0.77235 3.25741 0.4 -0.2 -0.4
H 0.35059 -0.39347 0.91072 0.9 -0.2 -1.9
H -0.55524 -0.73418 3.97403 0.3 -0.8 1.4
H 1.02370 2.07319 -1.14636 -0.8 -0.7 0.2
H 0.48631 0.29182 -2.70319 -0.4 0.3 1.8
```
Positions in Å, forces in eV/Å.

***

# 2
Computed, not measured: a structure of composition C6H19O11PPd, with the ωB97M-V functional and the def2-TZVPD basis.

The total charge is -2. As for the HOMO-LUMO gap (spin up / spin down): 0.151 / 0.145 Ha. As for the spin multiplicity: 3. The energy relative to the best compared isomer or geometry (same formula, charge and spin) is 0.4 kcal/mol. The LUMO energy (spin up / spin down) comes out at 4.61 / 4.61 eV.

The geometry in XYZ format:
```
38
Properties=species:S:1:pos:R:3:forces:R:3
Pd 17.62884 21.49704 7.50105 1.3 -1.6 -0.4
O 17.92045 19.53790 8.41904 -0.2 0.4 0.9
H 17.39613 18.73258 8.41084 -0.2 0.2 -0.4
P 19.46603 20.89625 5.47248 3.5 -1.0 3.0
O 19.65443 21.44642 7.01915 -0.6 0.8 -0.4
O 20.45165 21.76287 4.69717 -1.1 0.2 -1.0
O 17.93080 21.18562 5.26490 0.4 0.4 0.5
O 19.85274 19.43134 5.62668 -0.8 0.2 -1.5
C 17.88509 25.50612 5.27143 0.2 -0.7 -0.1
C 17.81829 24.01034 5.51728 -1.0 -0.4 -0.9
O 17.58393 23.70920 6.90004 0.4 1.2 -0.9
O 16.78630 26.18428 5.90720 0.3 0.4 0.1
H 17.85425 25.66979 4.18949 0.1 0.0 0.0
H 18.82556 25.90377 5.65498 -0.2 0.3 0.2
H 18.64254 23.44811 5.06673 0.4 0.1 0.6
H 16.94551 23.64240 4.94278 0.0 0.0 0.2
H 17.36932 24.58117 7.25544 -0.2 -0.4 0.6
H 15.97628 25.83487 5.52327 0.0 -0.2 0.0
C 15.18052 19.89681 5.80447 -0.3 -0.4 -0.3
C 14.98502 20.32192 4.37618 0.9 0.0 -1.1
O 16.18662 20.72925 3.77026 -2.3 -0.1 -0.8
O 15.43803 20.99906 6.63228 -0.8 0.6 0.7
H 16.04919 19.23872 5.83789 0.1 0.0 0.3
H 14.28501 19.37449 6.17529 0.0 -0.2 -0.1
H 14.20363 21.11144 4.31106 0.0 0.1 0.2
H 14.59030 19.47322 3.79465 -0.2 -0.1 0.1
H 16.89927 20.95495 4.47750 0.8 -0.1 0.0
H 14.95567 21.75950 6.29095 0.1 0.0 -0.1
C 17.91484 21.91315 10.61378 0.9 0.5 1.3
C 16.61801 22.65793 10.53707 -1.0 -1.1 -1.2
O 16.04709 22.29493 9.24786 -0.6 0.7 1.0
O 18.62938 22.32509 9.48412 0.0 0.4 0.5
H 17.78531 20.83087 10.71027 -0.2 0.0 -0.7
H 18.44070 22.23268 11.54076 -0.1 0.0 -0.1
H 16.73289 23.74265 10.54427 0.2 0.0 0.3
H 15.91369 22.29021 11.28910 0.2 0.4 0.4
H 15.12074 22.09898 9.40506 0.0 -0.2 -0.3
H 19.54437 22.02800 9.49084 0.0 -0.5 -0.6
```
Positions in Å, forces in eV/Å.

***

# 3
Computed, not measured: a structure of composition C6H20B2Br6Na3, with the ωB97M-V functional and the def2-TZVPD basis.

The total charge is +1. As for the HOMO-LUMO gap: 0.273 Ha. The energy relative to the best compared isomer or geometry (same formula, charge and spin) is 5.9 kcal/mol. The LUMO energy comes out at -4.96 eV.

The geometry in XYZ format:
```
37
Properties=species:S:1:pos:R:3:forces:R:3
Na 0.69543 -2.47396 2.49022 -0.5 -0.5 -0.9
Na -2.65331 -0.63072 1.89634 -0.4 -1.0 -0.7
Na 0.11730 0.72872 3.50794 0.4 0.7 0.1
B -0.20521 0.02890 1.12529 -0.1 -0.5 -0.5
H 0.01946 0.57704 0.22345 1.1 2.0 -3.0
H 0.65857 -0.16847 1.74105 3.8 -0.8 2.3
H -0.91731 0.61648 1.68375 -3.1 2.6 2.4
H -0.65778 -0.91223 0.85382 -1.6 -3.4 -0.9
B -2.09109 -3.34751 1.58335 -0.3 -0.3 -0.3
H -3.08804 -3.40295 1.99232 -3.9 0.1 1.7
H -1.49998 -2.65105 2.15761 2.7 3.5 3.0
H -1.64541 -4.31610 1.74902 1.8 -3.7 0.3
H -2.10644 -2.99743 0.56283 0.1 1.2 -3.9
Br 0.34528 5.69621 2.15666 0.3 -0.6 -1.1
C 0.86396 4.75565 0.43091 -0.2 0.1 1.2
C 0.83580 3.23817 0.62770 -0.3 1.3 -0.6
Br 2.48168 2.75777 1.56778 -0.6 -0.5 0.0
H 1.88181 5.08373 0.22011 -0.3 0.1 -0.1
H 0.16569 5.10738 -0.32858 0.0 -0.1 0.2
H 0.76993 2.81294 -0.37376 0.6 -0.4 0.1
H -0.06358 2.89501 1.13906 0.4 0.1 0.3
Br -0.55856 -1.38566 -3.77869 -0.4 0.2 0.7
C -1.81214 -1.58522 -2.21682 -0.3 1.6 -0.8
C -2.69952 -0.26163 -2.12091 0.5 -1.6 -0.6
Br -4.14354 -0.47794 -0.77721 0.5 0.1 -0.1
H -1.15807 -1.77032 -1.36475 -0.5 -0.1 -0.1
H -2.41204 -2.42951 -2.55654 0.0 0.1 0.6
H -3.24062 -0.17596 -3.06323 0.0 0.1 0.2
H -2.17941 0.67738 -1.93155 0.1 -0.4 0.2
Br 3.42320 0.88443 -2.72061 -0.1 -0.1 0.3
C 3.56018 -0.21466 -1.10322 -0.1 0.1 0.0
C 2.48134 -1.28888 -1.16830 0.3 0.8 -0.3
Br 2.75094 -2.48586 0.37455 0.0 -0.1 -0.3
H 3.46045 0.45847 -0.25171 -0.1 -0.1 -0.1
H 4.56765 -0.63064 -1.11147 -0.2 -0.1 0.0
H 2.58759 -1.81232 -2.11846 -0.1 -0.5 0.4
H 1.46578 -0.89928 -1.09794 0.2 0.0 0.1
```
Positions in Å, forces in eV/Å.

***

# 4
Computed, not measured: a structure of composition C6H20BCl3CrO6S2, with the ωB97M-V functional and the def2-TZVPD basis.

The total charge is -2. As for the HOMO-LUMO gap (spin up / spin down): 0.172 / 0.202 Ha. As for the spin multiplicity: 5. The LUMO energy (spin up / spin down) comes out at 4.00 / 4.00 eV.

The geometry in XYZ format:
```
39
Properties=species:S:1:pos:R:3:forces:R:3
Cr -2.26005 1.82560 -0.24020 -0.7 1.1 -0.8
Cl -2.70033 -0.11329 -1.89245 0.3 0.2 0.2
Cl -3.32002 3.83476 -1.87076 0.4 -0.3 0.1
Cl -1.21900 3.26414 1.49292 0.1 -0.1 -0.3
B -4.15333 1.22454 1.07834 -1.0 -0.5 0.7
H -3.05757 1.14827 1.41139 1.8 -0.3 0.7
H -4.63344 0.15938 1.12966 -0.5 -1.4 0.2
H -4.66954 1.93059 1.84642 -0.6 0.9 0.7
H -4.29138 1.54243 -0.01493 -0.3 0.8 -1.6
O -0.11170 2.00548 -1.28425 0.6 0.2 -0.3
S 1.12460 2.25905 -1.94902 -0.1 -0.5 0.2
O 1.38515 3.49429 -2.61619 0.2 -0.2 0.2
O 2.33629 2.02673 -0.91024 -0.1 0.7 -0.9
C 2.12636 1.16920 0.19903 0.3 -0.5 1.1
C 3.39871 1.18932 1.05150 -0.2 0.9 -0.8
C 1.40078 0.93335 -3.12371 -0.3 0.4 -0.2
H 1.94954 0.13727 -0.11627 -0.1 0.1 -0.3
H 1.26785 1.50420 0.78170 -0.1 0.1 -0.1
H 3.58252 2.19836 1.42935 -0.4 -0.1 0.5
H 4.29006 1.04985 0.43248 -0.1 -0.7 0.0
H 3.28045 0.45232 1.84093 0.3 0.1 0.1
H 0.40515 0.75556 -3.53388 0.0 -0.2 0.0
H 1.80337 0.02376 -2.68768 -0.2 0.1 0.3
H 2.06366 1.30392 -3.90206 0.1 0.1 0.1
O 0.33383 -1.12858 2.23915 0.0 -0.1 -0.6
S -0.53962 -1.00002 1.09866 -1.5 -0.4 -1.2
O -0.94240 0.28271 0.60275 1.8 -1.7 0.8
O 0.11161 -1.80228 -0.21748 -0.7 1.0 1.1
C 0.55778 -3.12813 -0.04989 1.0 -0.7 0.2
C 1.97468 -3.17066 0.56326 -0.9 -1.0 -0.1
C -2.04956 -1.96557 1.36664 1.7 0.3 0.2
H 0.56878 -3.58600 -1.04103 0.1 0.4 -0.2
H -0.12852 -3.79320 0.48474 -0.1 0.4 0.4
H 2.56627 -2.39300 0.09301 0.3 0.1 0.2
H 2.39526 -4.16142 0.36062 0.2 0.1 -0.2
H 1.93204 -3.11754 1.64892 0.1 0.6 0.0
H -2.61128 -1.94347 0.43706 -0.3 0.4 0.1
H -2.46549 -1.44927 2.22841 -0.6 0.0 -0.2
H -1.70152 -2.96267 1.63309 -0.2 -0.1 0.1
```
Positions in Å, forces in eV/Å.

***

Number 1 is which compound? C6H19NSi2

***

What is the total charge in the first record? 0

***

Repeat the fourth record exactly.
Computed, not measured: a structure of composition C6H20BCl3CrO6S2, with the ωB97M-V functional and the def2-TZVPD basis.

The total charge is -2. As for the HOMO-LUMO gap (spin up / spin down): 0.172 / 0.202 Ha. As for the spin multiplicity: 5. The LUMO energy (spin up / spin down) comes out at 4.00 / 4.00 eV.

The geometry in XYZ format:
```
39
Properties=species:S:1:pos:R:3:forces:R:3
Cr -2.26005 1.82560 -0.24020 -0.7 1.1 -0.8
Cl -2.70033 -0.11329 -1.89245 0.3 0.2 0.2
Cl -3.32002 3.83476 -1.87076 0.4 -0.3 0.1
Cl -1.21900 3.26414 1.49292 0.1 -0.1 -0.3
B -4.15333 1.22454 1.07834 -1.0 -0.5 0.7
H -3.05757 1.14827 1.41139 1.8 -0.3 0.7
H -4.63344 0.15938 1.12966 -0.5 -1.4 0.2
H -4.66954 1.93059 1.84642 -0.6 0.9 0.7
H -4.29138 1.54243 -0.01493 -0.3 0.8 -1.6
O -0.11170 2.00548 -1.28425 0.6 0.2 -0.3
S 1.12460 2.25905 -1.94902 -0.1 -0.5 0.2
O 1.38515 3.49429 -2.61619 0.2 -0.2 0.2
O 2.33629 2.02673 -0.91024 -0.1 0.7 -0.9
C 2.12636 1.16920 0.19903 0.3 -0.5 1.1
C 3.39871 1.18932 1.05150 -0.2 0.9 -0.8
C 1.40078 0.93335 -3.12371 -0.3 0.4 -0.2
H 1.94954 0.13727 -0.11627 -0.1 0.1 -0.3
H 1.26785 1.50420 0.78170 -0.1 0.1 -0.1
H 3.58252 2.19836 1.42935 -0.4 -0.1 0.5
H 4.29006 1.04985 0.43248 -0.1 -0.7 0.0
H 3.28045 0.45232 1.84093 0.3 0.1 0.1
H 0.40515 0.75556 -3.53388 0.0 -0.2 0.0
H 1.80337 0.02376 -2.68768 -0.2 0.1 0.3
H 2.06366 1.30392 -3.90206 0.1 0.1 0.1
O 0.33383 -1.12858 2.23915 0.0 -0.1 -0.6
S -0.53962 -1.00002 1.09866 -1.5 -0.4 -1.2
O -0.94240 0.28271 0.60275 1.8 -1.7 0.8
O 0.11161 -1.80228 -0.21748 -0.7 1.0 1.1
C 0.55778 -3.12813 -0.04989 1.0 -0.7 0.2
C 1.97468 -3.17066 0.56326 -0.9 -1.0 -0.1
C -2.04956 -1.96557 1.36664 1.7 0.3 0.2
H 0.56878 -3.58600 -1.04103 0.1 0.4 -0.2
H -0.12852 -3.79320 0.48474 -0.1 0.4 0.4
H 2.56627 -2.39300 0.09301 0.3 0.1 0.2
H 2.39526 -4.16142 0.36062 0.2 0.1 -0.2
H 1.93204 -3.11754 1.64892 0.1 0.6 0.0
H -2.61128 -1.94347 0.43706 -0.3 0.4 0.1
H -2.46549 -1.44927 2.22841 -0.6 0.0 -0.2
H -1.70152 -2.96267 1.63309 -0.2 -0.1 0.1
```
Positions in Å, forces in eV/Å.